[1]
{
  "formula": "C11H29O20P3V",
  "method": "ωB97M-V/def2-TZVPD",
  "gap_ev": 2.46,
  "e_lumo_ev": -1.870,
  "charge": -1,
  "largest_force_ev_per_a": 5.8,
  "homo_energy_ev": -4.329,
  "symbols": ["O", "V", "O", "O", "C", "O", "O", "H", "O", "C", "O", "O", "H", "C", "O", "P", "O", "O", "C", "O", "C", "H", "H", "H", "H", "H", "H", "H", "H", "H", "C", "O", "P", "O", "O", "C", "O", "C", "H", "H", "H", "H", "H", "H", "H", "H", "H", "C", "O", "P", "O", "O", "C", "O", "C", "H", "H", "H", "H", "H", "H", "H", "H", "H"],
  "xyz": [[-1.95718, 0.51886, -1.02648], [-2.17068, 1.57820, 0.19759], [-1.73950, 3.00831, -0.31416], [-6.98122, 2.71588, -2.89662], [-7.40296, 2.69374, -1.64392], [-8.52081, 3.08389, -1.37565], [-6.78603, 2.17352, -0.70027], [-7.78291, 3.15541, -3.18939], [-3.71098, 2.60096, 7.01157], [-4.32865, 2.30253, 5.86193], [-5.57807, 2.07739, 5.75822], [-3.62064, 2.26802, 4.81316], [-4.52126, 2.68952, 7.51871], [2.73861, 1.44220, 5.29424], [3.85162, 1.20559, 4.46651], [3.72505, 0.11228, 3.28200], [2.51271, 0.28768, 2.43017], [5.12789, 0.16097, 2.46754], [6.31980, 0.59556, 3.14181], [3.83509, -1.34713, 3.98147], [4.21113, -2.50510, 3.33660], [2.06961, 2.26295, 5.03557], [2.93655, 1.59844, 6.35467], [2.13412, 0.53822, 5.36867], [6.94953, 1.00633, 2.35262], [6.92205, -0.29251, 3.33345], [6.19321, 1.28564, 3.97598], [4.71770, -2.25643, 2.40406], [3.33041, -3.10158, 3.09858], [4.85140, -3.20222, 3.87715], [-4.06726, -4.53109, -0.82544], [-3.34245, -5.25010, 0.22223], [-3.26973, -4.62815, 1.72495], [-2.94743, -3.18936, 1.83620], [-4.74844, -5.00264, 2.31421], [-5.67399, -4.03782, 2.22783], [-2.31951, -5.65954, 2.56753], [-2.20745, -7.13778, 2.29019], [-4.71909, -5.24472, -1.32940], [-3.40937, -4.25090, -1.64811], [-4.67198, -3.69148, -0.48269], [-6.44166, -4.37898, 1.53328], [-5.34953, -3.12898, 1.72103], [-6.13567, -3.87872, 3.20233], [-2.52037, -7.56158, 1.33595], [-2.55234, -7.79542, 3.08810], [-1.15899, -7.43432, 2.26006], [5.29048, 3.92995, -8.11211], [4.78388, 3.86370, -6.80887], [3.22316, 3.49150, -6.45879], [2.46039, 2.72721, -7.41679], [3.36354, 2.77830, -5.01458], [4.07069, 1.54227, -4.68885], [2.50241, 4.92358, -6.14861], [1.11690, 4.84632, -5.62107], [4.59952, 4.24230, -8.89513], [5.70016, 2.99166, -8.48612], [6.02209, 4.70392, -8.34407], [3.31322, 0.83880, -4.34321], [4.74367, 1.62782, -3.83570], [4.54781, 1.06367, -5.54407], [0.53982, 5.39072, -6.36854], [1.00291, 5.40060, -4.68946], [0.92909, 3.78218, -5.47817]]
}

---

[2]
{
  "formula": "C11H30BN6O12",
  "method": "ωB97M-V/def2-TZVPD",
  "gap_ev": 9.72,
  "e_lumo_ev": -3.079,
  "charge": 1,
  "largest_force_ev_per_a": 0.5,
  "homo_energy_ev": -12.801,
  "symbols": ["C", "B", "O", "C", "C", "C", "C", "C", "N", "O", "H", "H", "H", "H", "H", "H", "H", "H", "H", "H", "H", "H", "H", "H", "H", "C", "N", "O", "O", "H", "H", "H", "C", "N", "O", "O", "H", "H", "H", "C", "N", "O", "O", "H", "H", "H", "C", "N", "O", "O", "H", "H", "H", "C", "N", "O", "O", "H", "H", "H"],
  "xyz": [[1.43574, -0.38016, 1.80651], [1.14785, 1.08805, 1.40209], [2.13811, 1.88635, 0.92058], [-0.25841, 1.85614, 1.55879], [-0.69106, 2.67669, 0.35681], [-1.03158, 1.80063, -0.83926], [-1.48370, 0.35606, -0.54678], [-1.73451, -0.07024, 0.91076], [-1.45263, 1.01159, 1.89542], [-1.32463, 0.41758, 3.17404], [0.78624, -0.80590, 2.56575], [1.30625, -0.96985, 0.89538], [2.47546, -0.50217, 2.09880], [2.14936, 1.98433, -0.04269], [-0.14656, 2.53592, 2.40502], [0.13449, 3.33502, 0.10577], [-1.53559, 3.31294, 0.63390], [-0.13661, 1.73613, -1.45237], [-1.77817, 2.29511, -1.45252], [-2.39125, 0.15940, -1.10905], [-0.72879, -0.30945, -0.95350], [-1.10135, -0.90204, 1.19118], [-2.76150, -0.37881, 1.07862], [-2.26321, 1.63554, 1.91211], [-1.92234, 0.89594, 3.77226], [-1.59869, -1.39861, 6.13106], [-2.00512, -0.31424, 7.06319], [-2.00990, 0.82092, 6.61019], [-2.31456, -0.62782, 8.18509], [-1.33619, -0.94932, 5.18329], [-0.74400, -1.92133, 6.54898], [-2.43898, -2.07795, 6.02392], [2.97558, -0.08143, -3.29543], [2.34697, 0.59513, -2.13156], [2.43676, 1.80084, -2.02778], [1.78527, -0.10056, -1.29848], [3.44656, 0.67474, -3.91042], [3.69980, -0.78574, -2.89735], [2.20083, -0.61307, -3.83766], [0.51948, -3.93682, -5.77100], [1.64402, -3.10979, -5.24915], [2.11527, -3.39226, -4.16270], [2.02803, -2.19524, -5.94579], [0.29608, -4.70602, -5.04291], [-0.32094, -3.26921, -5.93223], [0.84580, -4.35764, -6.71682], [-4.47444, 5.76911, -0.12502], [-4.16633, 4.44172, -0.73035], [-4.96226, 3.53935, -0.57686], [-3.12030, 4.34548, -1.34582], [-5.42712, 5.69653, 0.38395], [-3.66431, 6.01125, 0.55576], [-4.50294, 6.49118, -0.93494], [3.45559, -4.21036, -1.31897], [4.65773, -4.72599, -0.60542], [4.57730, -5.80764, -0.06411], [5.63901, -4.01056, -0.61707], [2.66058, -4.93905, -1.22136], [3.19462, -3.26298, -0.85657], [3.72923, -4.05743, -2.35730]]
}

---

[3]
{
  "formula": "C11H30Cl2O2P3Sn",
  "method": "ωB97M-V/def2-TZVPD",
  "gap_ev": [5.20, 5.19],
  "e_lumo_ev": [-15.016, -15.017],
  "charge": 3,
  "largest_force_ev_per_a": 10.1,
  "homo_energy_ev": [-20.211, -20.211],
  "symbols": ["C", "C", "H", "H", "H", "O", "Cl", "Sn", "P", "C", "C", "H", "H", "H", "H", "H", "H", "C", "H", "H", "H", "P", "C", "C", "H", "H", "H", "C", "H", "H", "H", "H", "H", "H", "Cl", "C", "P", "C", "C", "O", "H", "H", "H", "H", "H", "H", "H", "H", "H"],
  "xyz": [[-2.34220, 1.92297, -2.11120], [-1.10769, 1.06985, -1.83516], [-2.69403, 1.71664, -3.12575], [-2.05763, 2.97707, -2.02862], [-3.12738, 1.76805, -1.37054], [-0.47654, 0.62422, -2.78118], [-1.82674, 2.57109, 0.93608], [-0.51242, 0.72570, 0.11689], [1.19116, 2.35075, -0.10031], [2.69788, 1.74508, -0.93483], [0.70560, 3.82571, -1.05863], [1.50969, 4.56842, -1.04972], [2.37325, 3.89337, 1.34984], [-0.19218, 4.24922, -0.60158], [0.87599, 3.24021, 2.10069], [2.42747, 1.33797, -1.91330], [0.48744, 3.53604, -2.08979], [1.75690, 3.00106, 1.50053], [3.42331, 2.55458, -1.06320], [2.31931, 2.21964, 2.01610], [3.14466, 0.94989, -0.33189], [-2.26401, -0.77807, 0.66643], [-1.85981, -2.49740, 0.20733], [-2.60335, -0.84946, 2.45203], [-4.27331, 0.49235, 0.16806], [-4.61098, -1.25620, 0.21067], [-3.79267, -0.53022, -1.20127], [-3.89565, -0.49326, -0.11329], [-2.53601, 0.15488, 2.87408], [-3.59683, -1.27452, 2.62863], [-2.69477, -3.16350, 0.44617], [-0.96826, -2.79089, 0.76801], [-1.82965, -1.47129, 2.90940], [-1.64597, -2.55455, -0.86352], [0.24416, 0.21984, 2.50207], [1.59849, -2.38288, 1.81913], [1.59313, -1.98458, -0.00592], [3.36461, -1.69435, -0.49578], [1.14699, -3.46387, -1.05755], [0.71611, -0.76750, -0.54434], [2.09396, -1.57053, 2.38353], [2.21764, -3.29083, 1.97104], [0.59088, -2.58499, 2.22508], [3.93366, -2.63149, -0.32603], [3.42834, -1.42091, -1.56925], [3.83303, -0.93451, 0.15080], [0.13366, -3.84794, -0.87219], [1.24598, -3.19452, -2.12945], [1.85477, -4.28632, -0.82832]]
}

---

[4]
{
  "formula": "C11H30ClGdI2N2P2S",
  "method": "ωB97M-V/def2-TZVPD",
  "gap_ev": [5.93, 3.80],
  "relative_energy_kcal_mol": 37.8,
  "e_lumo_ev": [-6.307, -9.916],
  "charge": 2,
  "largest_force_ev_per_a": 2.5,
  "homo_energy_ev": [-12.241, -13.715],
  "multiplicity": 8,
  "symbols": ["I", "I", "Gd", "P", "C", "C", "H", "H", "H", "H", "H", "H", "C", "H", "H", "H", "P", "C", "C", "H", "H", "H", "C", "H", "H", "H", "H", "H", "H", "Cl", "C", "C", "N", "C", "S", "N", "C", "C", "H", "H", "H", "H", "H", "H", "H", "H", "H", "H", "H", "H"],
  "xyz": [[-3.69223, -1.15255, -3.04710], [-2.72343, -3.19068, -1.34683], [-1.08430, -0.61512, -0.83752], [1.69807, -0.99678, -1.49238], [2.56798, -2.48315, -0.91236], [0.91842, -1.50682, -3.10418], [1.67721, -1.86592, -3.81349], [3.72676, -0.17240, -2.71184], [0.39412, -0.65260, -3.55757], [2.53412, 1.10548, -2.33652], [1.85006, -3.27265, -0.67059], [0.15074, -2.28685, -2.96412], [3.00290, 0.18676, -1.96305], [3.30714, -2.90391, -1.60189], [3.54675, 0.48599, -1.05864], [3.06376, -2.25969, 0.03590], [-1.70314, 1.19895, 1.32695], [-2.11441, 0.54407, 2.97289], [-1.28409, 2.95487, 1.58732], [-3.18864, 1.65336, -0.59174], [-4.07165, 1.84219, 0.94968], [-3.73321, 0.22442, 0.25149], [-3.32590, 1.23585, 0.41659], [-1.03863, 3.41055, 0.62019], [-2.05978, 3.56309, 2.07954], [-2.88131, 1.09482, 3.52749], [-1.20907, 0.50124, 3.58353], [-0.36102, 3.00950, 2.17708], [-2.44462, -0.49625, 2.89448], [-0.43848, 1.67257, -1.83307], [2.48535, -1.79048, 6.16781], [3.00847, -1.80392, 4.74712], [1.98503, -1.11716, 3.85112], [2.23075, -0.21983, 2.86711], [1.10696, -0.05883, 1.40368], [3.32707, 0.57695, 2.96524], [3.96927, 1.10403, 4.23889], [5.47009, 0.99450, 4.07475], [2.30039, -0.76412, 6.47954], [3.14559, -2.24919, 6.90958], [1.52814, -2.30777, 6.24294], [4.02836, -1.40724, 4.68118], [3.06376, -2.84680, 4.41879], [1.17124, -1.69624, 3.63488], [3.36239, 1.25105, 2.19649], [3.71461, 2.16718, 4.30781], [3.61972, 0.64075, 5.16844], [5.81692, 1.57144, 3.21642], [6.05680, 1.32752, 4.93493], [5.73725, -0.04052, 3.86874]]
}

---

[5]
{
  "formula": "C11H30ClIN3O2P2Tb",
  "method": "ωB97M-V/def2-TZVPD",
  "gap_ev": [7.35, 7.87],
  "relative_energy_kcal_mol": 8.5,
  "e_lumo_ev": [-7.582, -7.059],
  "charge": 2,
  "largest_force_ev_per_a": 2.7,
  "homo_energy_ev": [-14.928, -14.928],
  "multiplicity": 7,
  "symbols": ["C", "I", "H", "H", "H", "Tb", "P", "C", "C", "H", "H", "H", "C", "H", "H", "H", "H", "H", "H", "C", "O", "Cl", "C", "N", "C", "P", "O", "N", "C", "C", "N", "C", "C", "H", "H", "H", "H", "H", "H", "H", "H", "H", "H", "H", "H", "H", "H", "H", "H", "H", "H"],
  "xyz": [[2.45610, -1.78468, -0.97422], [3.28573, 0.59005, 0.22476], [1.89694, -1.19016, -1.70776], [1.89268, -1.85337, -0.03863], [2.54751, -2.80819, -1.37719], [-1.66997, 0.70348, 0.88057], [-0.89841, 0.86514, -1.77396], [0.63728, 1.64342, -2.34839], [-0.99032, -0.66376, -2.77462], [-3.12614, 1.81104, -2.06327], [-2.29844, 1.61760, -3.63967], [-1.84195, 2.96766, -2.54944], [-2.16656, 1.91905, -2.59011], [-1.87882, -1.23678, -2.47339], [-1.07114, -0.41619, -3.84260], [0.84576, 1.40924, -3.40120], [1.48467, 1.30049, -1.73227], [-0.10583, -1.29201, -2.61644], [0.54882, 2.73363, -2.23109], [3.80498, -1.22520, -0.77212], [4.90205, -1.61541, -1.05051], [-3.79651, -0.48830, 0.60449], [-1.70314, -2.97152, 2.69820], [-0.48582, -2.52295, 3.38970], [-0.12013, -3.38907, 4.51670], [-0.03009, -0.95811, 3.32014], [-0.27476, -0.52201, 1.87321], [-0.86336, 0.11590, 4.26371], [-2.03835, 0.86247, 3.68593], [-0.87864, -0.08860, 5.72106], [1.52847, -0.84516, 3.80116], [2.52406, -1.72753, 3.16942], [2.03945, 0.52349, 4.02419], [-1.46787, -3.90051, 2.15710], [-2.08379, -2.23638, 1.97584], [-2.50592, -3.18317, 3.42359], [-0.26418, -4.42602, 4.19098], [0.93095, -3.25685, 4.80284], [-0.75979, -3.21860, 5.39644], [-2.70418, 0.19458, 3.07463], [-2.64776, 1.22620, 4.52055], [-1.67885, 1.76351, 3.12396], [-1.45907, -0.97919, 6.00918], [0.14747, -0.18302, 6.10317], [-1.33973, 0.79476, 6.17381], [2.90441, -1.27199, 2.23527], [3.36630, -1.84016, 3.86641], [2.09222, -2.71405, 2.95310], [2.38065, 0.97376, 3.07697], [1.25956, 1.14945, 4.47132], [2.89183, 0.45742, 4.71470]]
}

---

[6]
{
  "formula": "C11H30ClO14S4",
  "method": "ωB97M-V/def2-TZVPD",
  "gap_ev": 8.24,
  "e_lumo_ev": 2.409,
  "charge": -1,
  "largest_force_ev_per_a": 11.6,
  "homo_energy_ev": -5.832,
  "symbols": ["Cl", "O", "O", "O", "O", "O", "S", "O", "O", "C", "C", "C", "H", "H", "H", "H", "H", "H", "H", "H", "O", "S", "O", "O", "C", "C", "C", "H", "H", "H", "H", "H", "H", "H", "H", "O", "S", "O", "O", "C", "C", "C", "H", "H", "H", "H", "H", "H", "H", "H", "C", "S", "O", "C", "H", "H", "H", "H", "H", "H"],
  "xyz": [[-0.66734, 0.73582, -0.14283], [-1.77343, 1.68491, -0.28179], [-0.61195, -0.12933, -1.27487], [0.56561, 1.51729, -0.21108], [-0.79121, -0.02114, 1.06140], [-0.51078, -2.90318, 1.06799], [-0.68212, -2.76953, 2.48374], [-1.92763, -3.13740, 3.13020], [0.63590, -3.38477, 3.29074], [0.70775, -3.53371, 4.71132], [2.20495, -3.03791, 5.17447], [-0.39592, -0.93893, 2.87730], [0.51359, -4.58625, 4.91763], [-0.11266, -2.94600, 5.12316], [3.05070, -3.56087, 4.72802], [2.21879, -3.09212, 6.26303], [2.33072, -2.02140, 4.80163], [-0.96485, -0.51923, 3.70690], [-0.65471, -0.46889, 1.92851], [0.66752, -0.79872, 3.07105], [3.10184, 1.74641, -2.52548], [2.81279, 0.36263, -2.85692], [2.53758, -0.02960, -4.24146], [4.06757, -0.62396, -2.29780], [4.04196, -2.01196, -2.66296], [4.70237, -2.85783, -1.56542], [1.42726, -0.28951, -1.83809], [4.73834, -2.13773, -3.49203], [3.02807, -2.36381, -2.85354], [4.22599, -2.78968, -0.58740], [5.71731, -2.47036, -1.47679], [4.65542, -3.88580, -1.92486], [0.46349, 0.21901, -1.86384], [1.78383, -0.04683, -0.83705], [1.29029, -1.35485, -2.02348], [-3.88562, 2.20103, -3.85294], [-3.19873, 3.47321, -3.76484], [-3.83270, 4.77276, -3.51628], [-1.92610, 3.30391, -2.69620], [-1.16443, 2.11625, -2.58387], [0.12701, 2.34148, -1.97941], [-2.25803, 3.65871, -5.32621], [-1.09636, 1.62747, -3.55575], [-1.72840, 1.44446, -1.93679], [0.16654, 2.57190, -0.91478], [0.79931, 3.01384, -2.51235], [0.50717, 1.32114, -2.02944], [-2.99643, 3.95317, -6.07197], [-1.86450, 2.66189, -5.52521], [-1.47704, 4.41759, -5.27876], [-2.37930, -0.00320, 3.72059], [-3.87477, 0.64615, 2.89312], [-4.67209, 1.47856, 3.84295], [-2.96469, 1.77603, 1.74124], [-1.82158, 0.87768, 4.03857], [-1.80892, -0.40270, 2.88203], [-2.47189, -0.69290, 4.55954], [-2.39871, 2.56018, 2.24411], [-3.78733, 2.19800, 1.16391], [-2.38949, 1.12862, 1.07934]]
}